Below is a 8-piece molecular cluster, C25H60NO17PS overall, with properties calculated with ωB97M-V/def2-TZVPD.

Summary:
Charge: 0
LUMO level (eV): -0.14
E_tot (Ha): -3061.92035
SMILES string: CC(=O)N(C)[C@@H]1OS(=O)(=O)[C@@H](P(=O)(O)O)[C@H](CC=O)[C@H]1CC(=O)O.CCO.CCO.CCO.CCO.CCO.CCO.CCO
Relative energy (zero: lowest compared OMol25 entry of this formula, charge and spin) (kcal per mole): 0.0
HOMO (eV): -9.57

```
105
C25H60NO17PS (ωB97M-V/def2-TZVPD)
C -1.380 -0.377 0.920
C -0.463 -0.474 -0.277
O -0.235 -1.575 -0.740
N 0.094 0.679 -0.912
C -0.878 1.183 -1.921
C 0.486 1.723 0.006
O 1.117 2.774 -0.720
S 2.350 2.299 -1.636
O 1.954 2.045 -2.977
O 3.351 3.309 -1.499
C 3.036 0.805 -0.875
P 4.797 0.615 -1.403
O 5.020 1.131 -2.739
O 5.048 -0.971 -1.341
O 5.753 1.279 -0.335
C 2.834 0.909 0.658
C 3.370 -0.335 1.386
C 2.493 -1.562 1.230
O 2.462 -2.406 2.105
C 1.400 1.237 1.112
C 1.504 2.400 2.133
C 2.233 1.974 3.381
O 3.418 2.195 3.552
O 1.547 1.300 4.332
H -0.912 -0.948 1.717
H -1.516 0.627 1.302
H -2.320 -0.867 0.721
H -0.369 1.352 -2.860
H -1.298 2.129 -1.625
H -1.660 0.461 -2.104
H -0.397 2.167 0.468
H 2.441 -0.018 -1.259
H 4.206 -1.429 -1.402
H 5.389 1.236 0.557
H 3.474 1.725 0.981
H 3.454 -0.124 2.443
H 4.371 -0.601 1.052
H 1.849 -1.696 0.341
H 0.952 0.418 1.662
H 2.102 3.179 1.686
H 0.521 2.778 2.405
H 0.603 1.357 4.153
C -5.564 3.377 -1.567
C -4.120 3.678 -1.205
O -3.220 3.013 -2.083
H -5.751 2.302 -1.531
H -6.255 3.875 -0.884
H -5.782 3.713 -2.584
H -3.900 3.324 -0.196
H -3.932 4.749 -1.243
H -3.399 3.331 -2.972
C -0.717 -5.707 -1.418
C -0.566 -4.739 -0.259
O -1.837 -4.418 0.313
H -1.363 -5.280 -2.186
H 0.251 -5.939 -1.864
H -1.178 -6.641 -1.088
H -0.126 -3.805 -0.595
H 0.080 -5.167 0.516
H -2.229 -5.240 0.621
C -1.834 -6.306 3.894
C -3.334 -6.098 3.799
O -3.640 -4.741 3.487
H -1.403 -5.658 4.653
H -1.592 -7.341 4.142
H -1.351 -6.053 2.944
H -3.814 -6.326 4.750
H -3.769 -6.749 3.031
H -3.228 -4.543 2.640
C -4.481 -2.140 -3.674
C -3.724 -1.228 -2.727
O -3.447 0.039 -3.325
H -3.909 -2.293 -4.589
H -4.674 -3.110 -3.214
H -5.437 -1.694 -3.958
H -2.763 -1.669 -2.461
H -4.299 -1.072 -1.807
H -4.287 0.446 -3.553
C -1.813 8.065 -2.229
C -1.577 6.569 -2.147
O -2.656 5.835 -2.731
H -2.743 8.332 -1.725
H -0.993 8.616 -1.769
H -1.904 8.384 -3.270
H -1.506 6.249 -1.109
H -0.646 6.299 -2.653
H -2.721 6.098 -3.653
C 1.425 -8.180 7.160
C 1.561 -6.766 6.625
O 0.287 -6.163 6.410
H 0.850 -8.793 6.466
H 2.403 -8.640 7.307
H 0.894 -8.182 8.114
H 2.074 -6.767 5.665
H 2.139 -6.148 7.321
H -0.173 -6.142 7.253
C 4.994 5.358 -5.101
C 5.091 6.150 -3.810
O 3.813 6.323 -3.206
H 4.329 5.861 -5.805
H 5.975 5.241 -5.565
H 4.580 4.366 -4.911
H 5.487 7.147 -4.000
H 5.757 5.644 -3.103
H 3.464 5.445 -3.023
```

Below is a 10-piece molecular cluster, C25H60O20 overall, with properties calculated with ωB97M-V/def2-TZVPD.

Summary:
Charge: 0
LUMO level (eV): 0.69
E_tot (Ha): -2493.28979
SMILES string: CCOC(=O)OC.CCOC(=O)OC.CCOC(=O)OC.CCOC(=O)OC.CCOC(=O)OC.CO.CO.CO.CO.CO
Relative energy (zero: lowest compared OMol25 entry of this formula, charge and spin) (kcal per mole): 0.0
HOMO (eV): -9.77

```
105
C25H60O20 (ωB97M-V/def2-TZVPD)
C -1.536 -2.246 -2.516
O -0.988 -1.120 -3.235
H -1.452 -3.172 -3.158
H -0.882 -2.393 -1.615
H -2.555 -2.048 -2.294
H -1.664 -0.431 -3.252
C 0.895 2.513 -4.064
O -0.501 2.827 -3.673
H 1.559 2.596 -3.182
H 0.942 1.561 -4.584
H 1.293 3.136 -4.792
H -1.057 2.063 -3.925
C -4.120 -0.068 -3.261
O -2.930 0.677 -3.142
H -4.277 -0.767 -2.451
H -4.989 0.503 -3.404
H -4.057 -0.710 -4.189
H -2.649 0.891 -2.224
C -0.751 0.972 -0.676
O -1.600 1.868 -1.380
H -0.190 0.334 -1.364
H -0.120 1.543 0.034
H -1.381 0.310 -0.071
H -1.113 2.267 -2.105
C -0.109 -1.796 -6.353
O 0.906 -1.566 -5.380
H -0.410 -0.821 -6.849
H 0.310 -2.434 -7.075
H -0.989 -2.123 -5.859
H 0.354 -1.350 -4.565
C 2.125 0.585 4.208
C 1.118 -0.126 3.349
O -0.213 0.212 3.876
C -0.596 -0.555 4.888
O -0.054 -1.486 5.455
O -1.835 -0.131 5.150
C -2.568 -0.936 6.087
H 2.111 0.252 5.269
H 1.997 1.679 4.189
H 3.178 0.365 3.888
H 1.260 -1.196 3.404
H 1.010 0.205 2.319
H -2.863 -1.902 5.699
H -3.476 -0.356 6.328
H -1.962 -1.032 7.003
C -2.229 3.106 3.823
C -0.985 2.905 3.010
O -0.877 4.001 2.071
C 0.230 4.010 1.345
O 1.180 3.286 1.520
O 0.079 4.846 0.318
C 0.998 4.986 -0.770
H -3.144 3.055 3.286
H -2.152 4.100 4.291
H -2.359 2.276 4.488
H -0.951 1.916 2.514
H -0.098 2.942 3.605
H 0.823 5.986 -1.123
H 0.751 4.155 -1.515
H 2.057 4.946 -0.459
C 4.343 -2.516 2.724
C 3.708 -3.088 1.480
O 2.350 -2.581 1.345
C 1.684 -2.798 0.228
O 0.568 -2.408 0.072
O 2.384 -3.601 -0.623
C 1.797 -4.089 -1.808
H 3.603 -2.689 3.550
H 4.443 -1.453 2.688
H 5.315 -3.024 2.915
H 3.576 -4.154 1.611
H 4.215 -2.853 0.580
H 1.400 -5.063 -1.610
H 2.632 -4.204 -2.539
H 0.931 -3.452 -2.096
C 4.259 -1.233 -3.191
C 3.136 -0.357 -2.828
O 3.661 0.839 -2.133
C 3.699 0.637 -0.826
O 3.438 -0.374 -0.242
O 4.057 1.800 -0.284
C 4.238 1.898 1.165
H 4.625 -1.694 -2.295
H 5.103 -0.603 -3.599
H 3.904 -1.881 -3.984
H 2.524 -0.861 -2.037
H 2.559 0.014 -3.704
H 4.961 2.671 1.443
H 4.725 0.966 1.466
H 3.279 2.030 1.579
C -2.023 -1.787 1.907
C -3.195 -2.203 0.970
O -3.587 -1.067 0.068
C -4.465 -0.293 0.606
O -4.945 -0.381 1.732
O -5.019 0.471 -0.428
C -5.834 1.501 0.081
H -1.140 -1.578 1.404
H -1.953 -2.551 2.631
H -2.305 -0.862 2.489
H -4.096 -2.510 1.572
H -2.878 -2.993 0.292
H -6.444 1.998 -0.691
H -5.198 2.288 0.616
H -6.532 0.976 0.792
```

no.,M (g mol⁻¹)
1,709.8
2,680.7